# 1
ORCA calculation (ωB97M-V with the def2-TZVPD basis set) on a structure of composition C22H24N6OPdSi in a non-equilibrium geometry.

* highest occupied orbital energy (alpha / beta): -0.2628 / -0.2628 Eh
* total energy: -45549.04202 eV

ORCA input file:
```
! RIJCOSX wB97M-V def2-TZVPD def2/J DEFGRID3
* xyz 0 1
Pd 0.29970 0.07790 0.11954
C 0.13604 -1.96979 3.93609
C 0.42761 -0.95939 3.03815
N 0.62316 -1.20396 1.74275
C 0.55966 -2.51609 1.34135
C 0.32992 -3.50639 2.29864
N 0.09935 -3.25189 3.56676
C 0.65471 -2.78604 -0.09023
C 0.74064 -4.01833 -0.72185
C 0.74349 -4.08647 -2.13273
C 0.59308 -2.88693 -2.84516
C 0.50735 -1.67487 -2.16650
N 0.59854 -1.66688 -0.82309
C 0.32035 -0.35197 -2.72509
C 0.31118 -0.07696 -4.09826
N 0.15220 1.11936 -4.60797
C -0.04409 2.12187 -3.73615
C -0.05769 1.90747 -2.37281
N 0.14914 0.69973 -1.83658
C 0.91661 -5.36881 -2.82994
C 1.01417 -6.58293 -2.13712
C 1.23486 -7.75722 -2.83001
N 1.36031 -7.82534 -4.14439
C 1.24686 -6.69181 -4.81584
C 1.03130 -5.46057 -4.22457
H -0.08298 -1.76796 4.97388
H 0.50297 0.06708 3.37359
H 0.29562 -4.54915 2.02247
H 0.80874 -4.91523 -0.13063
H 0.53455 -2.88392 -3.92052
H 0.44951 -0.87038 -4.81846
H -0.19123 3.10454 -4.16099
H -0.24110 2.72558 -1.68986
H 0.92601 -6.63339 -1.06572
H 1.31852 -8.69805 -2.30373
H 1.33943 -6.77679 -5.89053
H 0.96925 -4.59357 -4.86174
C 0.14019 1.92838 1.00437
H 0.44802 1.92800 2.05776
H -0.89296 2.29411 0.95062
H 0.78662 2.64225 0.46757
C -4.19557 0.97050 0.54522
Si -3.06333 -0.24093 1.49917
C -3.92550 -1.90304 2.00024
C -2.81806 0.53743 3.25296
O -1.80365 -0.64560 0.65970
H -5.14621 1.13720 1.03640
H -4.38513 0.60828 -0.45969
H -3.69530 1.92840 0.43710
H -4.88167 -1.68297 2.45546
H -3.30518 -2.43683 2.71130
H -4.07201 -2.54202 1.14047
H -3.77292 0.79672 3.70069
H -2.21476 1.43605 3.19397
H -2.31633 -0.16018 3.91532
*
```

Partial atomic charges computed with the Mulliken method, in multiples of e: atom 1 (Pd): 0.66, atom 2 (C): -0.31, atom 3 (C): -0.24, atom 4 (N): -0.01, atom 5 (C): 0.39, atom 6 (C): -0.40, atom 7 (N): -0.62, atom 8 (C): -0.54, atom 9 (C): 0.09, atom 10 (C): 1.27, atom 11 (C): -0.25, atom 12 (C): -0.48, atom 13 (N): -0.49, atom 14 (C): 0.44, atom 15 (C): -0.13, atom 16 (N): -0.63, atom 17 (C): -0.46, atom 18 (C): -0.23, atom 19 (N): 0.03, atom 20 (C): 0.89, atom 21 (C): -0.49, atom 22 (C): -0.43, atom 23 (N): -0.62, atom 24 (C): -0.42, atom 25 (C): -0.53, atom 26 (H): 0.45, atom 27 (H): 0.38, atom 28 (H): 0.38, atom 29 (H): 0.34, atom 30 (H): 0.36, atom 31 (H): 0.40, atom 32 (H): 0.40, atom 33 (H): 0.44, atom 34 (H): 0.31, atom 35 (H): 0.38, atom 36 (H): 0.38, atom 37 (H): 0.28, atom 38 (C): -1.12, atom 39 (H): 0.24, atom 40 (H): 0.23, atom 41 (H): 0.32, atom 42 (C): -1.11, atom 43 (Si): 0.28, atom 44 (C): -1.14, atom 45 (C): -1.07, atom 46 (O): -0.33, atom 47 (H): 0.35, atom 48 (H): 0.30, atom 49 (H): 0.28, atom 50 (H): 0.36, atom 51 (H): 0.25, atom 52 (H): 0.29, atom 53 (H): 0.43, atom 54 (H): 0.27, atom 55 (H): 0.21

---

# 2
ORCA calculation (ωB97M-V with the def2-TZVPD basis set) on a structure of composition C12H27AuN4O2.

* highest occupied orbital energy: -0.5869 Eh
* total energy: -26614.24503 eV

ORCA input file:
```
! RIJCOSX wB97M-V def2-TZVPD def2/J DEFGRID3
* xyz 2 1
Au -0.29792 0.28810 0.11302
C -0.25277 -2.88173 0.80066
C 0.21043 -2.85124 -0.65307
N 0.46138 -1.47444 -1.13667
C 1.87515 -1.08683 -1.30167
C 1.90571 0.32809 -1.85181
N 1.03068 1.28417 -1.08437
C 1.76828 2.37900 -0.41329
C 2.25363 2.00952 0.99153
C 1.17375 2.28005 2.03021
N 0.02811 1.32634 1.94050
C 0.02828 0.21327 2.92889
C -1.28829 -0.53252 2.77065
N -1.59194 -0.79736 1.31832
C -1.63621 -2.25234 0.97044
H 0.48176 -2.38939 1.44559
H -0.29259 -3.91946 1.13218
H -0.57502 -3.27991 -1.27607
H 1.10460 -3.45988 -0.80000
H -0.02224 -1.33782 -2.02070
H 2.39212 -1.75655 -1.99534
H 2.37152 -1.16474 -0.33293
H 1.52796 0.33204 -2.87734
H 2.92256 0.71519 -1.87302
H 0.31693 1.66362 -1.80259
H 1.10091 3.24229 -0.37496
H 2.60260 2.65380 -1.05932
H 3.13489 2.59887 1.24282
H 2.56869 0.96206 1.02731
H 0.76327 3.27514 1.85875
H 1.55750 2.25558 3.05125
H -0.82142 1.86394 2.10480
H 0.11713 0.60613 3.94485
H 0.89242 -0.41999 2.73201
H -2.10678 0.06389 3.17714
H -1.27063 -1.47403 3.31729
H -2.51674 -0.42570 1.10338
H -2.21273 -2.32983 0.04770
H -2.20678 -2.74688 1.75834
C -3.01744 0.86369 -3.39943
C -1.84343 0.96341 -2.47153
O -0.88738 1.70716 -2.72606
O -1.87980 0.21361 -1.41874
H -3.18274 1.82383 -3.88266
H -3.90897 0.53034 -2.87720
H -2.77843 0.13754 -4.17885
*
```

Partial atomic charges computed with the Mulliken method, in multiples of e: atom 1 (Au): 1.30, atom 2 (C): -0.46, atom 3 (C): -0.92, atom 4 (N): -0.22, atom 5 (C): -0.78, atom 6 (C): -0.62, atom 7 (N): -0.13, atom 8 (C): -0.81, atom 9 (C): -0.48, atom 10 (C): -0.71, atom 11 (N): -0.45, atom 12 (C): -0.76, atom 13 (C): -0.54, atom 14 (N): -0.30, atom 15 (C): -0.88, atom 16 (H): 0.19, atom 17 (H): 0.45, atom 18 (H): 0.43, atom 19 (H): 0.42, atom 20 (H): 0.26, atom 21 (H): 0.50, atom 22 (H): 0.32, atom 23 (H): 0.42, atom 24 (H): 0.43, atom 25 (H): 0.61, atom 26 (H): 0.46, atom 27 (H): 0.45, atom 28 (H): 0.47, atom 29 (H): 0.11, atom 30 (H): 0.43, atom 31 (H): 0.38, atom 32 (H): 0.38, atom 33 (H): 0.50, atom 34 (H): 0.28, atom 35 (H): 0.45, atom 36 (H): 0.39, atom 37 (H): 0.44, atom 38 (H): 0.49, atom 39 (H): 0.51, atom 40 (C): -1.14, atom 41 (C): 0.78, atom 42 (O): -0.77, atom 43 (O): -0.87, atom 44 (H): 0.37, atom 45 (H): 0.32, atom 46 (H): 0.30

---

# 3
ORCA calculation (ωB97M-V with the def2-TZVPD basis set) on a cluster of 26 separate species, C6H66NO27 in total in a non-equilibrium geometry.

* relative energy (zero: lowest compared OMol25 entry of this formula, charge and spin): 77.8 kcal/mol
* highest occupied orbital energy: -0.4238 Eh
* total energy: -64049.72397 eV

ORCA input file:
```
! RIJCOSX wB97M-V def2-TZVPD def2/J DEFGRID3
* xyz 1 1
C -4.27876 1.67084 0.14966
O -3.31854 0.93828 0.88826
C -2.23149 0.90403 0.13755
C -0.95231 0.36970 0.94470
N 0.29853 0.44328 0.33539
H 0.43492 -0.11144 -0.48950
H 0.30102 1.39084 0.15697
C 1.45046 0.32669 1.24977
C 2.80169 0.19508 0.43930
O 2.77565 -1.02033 -0.15701
C 3.74731 -1.33584 -1.07253
H -4.64334 1.21964 -0.69012
H -3.80647 2.71911 -0.06266
H -5.10240 1.54421 0.80069
H -1.71444 1.88623 -0.36313
H -2.25875 0.18202 -0.66154
H -1.11355 -0.77361 1.09527
H -0.89229 1.01298 1.71230
H 1.30721 -0.53274 1.92284
H 1.81964 1.10324 1.92125
H 3.81582 0.40267 1.01297
H 2.71641 1.04278 -0.37515
H 3.76303 -2.21712 -1.83809
H 4.76859 -1.36516 -0.61146
H 3.67906 -0.46097 -1.65166
O -0.56408 3.42925 2.97480
H 0.41586 3.42633 3.20062
H -1.04675 2.81196 3.41201
O -5.34742 1.88723 -2.58309
H -6.12005 2.38444 -2.29995
H -4.73240 2.43059 -3.09733
O 2.21042 -4.12546 -1.00095
H 1.61395 -3.25189 -1.10244
H 1.87275 -4.81535 -1.39134
O -6.93414 -0.05726 1.35207
H -7.73903 -0.40304 1.27777
H -7.09200 0.63751 1.81338
O -2.14098 1.14697 -3.12342
H -2.61255 0.35827 -2.99247
H -2.94603 1.66082 -2.95446
O 2.19370 -2.17879 -3.98214
H 1.45449 -1.89962 -4.32978
H 2.18759 -3.05846 -3.79465
O 3.71880 -1.30747 3.40709
H 4.48352 -1.56419 3.00745
H 3.13830 -1.98096 3.48364
O 0.27072 3.37432 0.32206
H -0.25938 3.41411 -0.36848
H -0.22651 3.76949 1.02799
O -3.06230 -1.64434 -3.01124
H -3.75410 -1.99317 -3.52217
H -3.35002 -1.64678 -2.12052
O -3.83292 5.71009 -0.32395
H -4.43202 5.33069 0.41685
H -3.13760 5.21547 -0.47394
O 2.10851 3.55114 3.49446
H 2.39139 4.07543 4.28205
H 2.30691 4.13255 2.64156
O -5.86235 -1.20549 -1.03558
H -5.84586 -0.72447 -1.75470
H -6.23872 -0.58948 -0.42510
O 1.85202 -3.28693 3.02895
H 2.51495 -3.82352 2.44534
H 1.13775 -3.46681 2.32471
O -2.81740 -2.06404 2.53127
H -2.56586 -2.96668 2.65452
H -3.56139 -2.30867 3.10829
O -3.45504 -2.26434 -0.18804
H -4.31801 -2.13735 -0.38282
H -3.22830 -2.26842 0.63244
O 0.25539 1.94826 -1.74473
H -0.43184 1.90949 -2.39267
H 0.85660 2.77526 -1.96149
O 5.61225 -3.71487 -0.04297
H 4.84622 -4.10238 0.26943
H 5.51782 -4.20279 -0.98651
O 6.77350 -0.27434 -1.90048
H 7.51502 -0.88428 -1.62962
H 7.32230 0.50019 -2.46848
O 0.68724 -1.55637 -1.18997
H 0.01149 -2.11588 -1.50284
H 1.10372 -1.13136 -1.97916
O 4.76381 -1.69679 -3.62886
H 3.94695 -1.77007 -3.77837
H 4.88392 -0.81805 -3.95481
O 6.09676 -4.05780 -3.06372
H 6.93705 -3.77732 -3.37417
H 5.58063 -3.32053 -3.31669
O 5.99520 -1.90618 2.21447
H 5.65086 -2.30933 1.33047
H 6.50098 -2.42050 2.74220
O -1.66434 1.25899 4.50134
H -2.14050 0.37980 4.78651
H -0.75916 1.17854 4.96064
O -4.43118 1.95076 3.49795
H -3.91288 1.48961 2.83704
H -4.45291 1.26158 4.28313
O -1.75163 4.39253 -1.15065
H -1.37272 5.23680 -0.61500
H -1.95595 4.52895 -2.11683
*
```

Mulliken population analysis, charges in e, atoms 1 to 99: atom 1 (C): -0.08, atom 2 (O): -0.04, atom 3 (C): 0.77, atom 4 (C): -1.74, atom 5 (N): 1.89, atom 6 (H): 0.32, atom 7 (H): -0.28, atom 8 (C): -0.71, atom 9 (C): -0.86, atom 10 (O): 0.48, atom 11 (C): -0.52, atom 12 (H): 0.17, atom 13 (H): -0.24, atom 14 (H): 0.35, atom 15 (H): -0.07, atom 16 (H): -0.31, atom 17 (H): 0.35, atom 18 (H): 0.87, atom 19 (H): 0.42, atom 20 (H): 0.09, atom 21 (H): 0.36, atom 22 (H): 0.31, atom 23 (H): -0.22, atom 24 (H): -0.07, atom 25 (H): 0.46, atom 26 (O): -0.66, atom 27 (H): 0.45, atom 28 (H): 0.21, atom 29 (O): -0.57, atom 30 (H): 0.30, atom 31 (H): 0.28, atom 32 (O): -0.56, atom 33 (H): 0.38, atom 34 (H): 0.24, atom 35 (O): -0.50, atom 36 (H): 0.22, atom 37 (H): 0.23, atom 38 (O): -0.64, atom 39 (H): 0.35, atom 40 (H): 0.16, atom 41 (O): -0.61, atom 42 (H): 0.26, atom 43 (H): 0.23, atom 44 (O): -0.58, atom 45 (H): 0.32, atom 46 (H): 0.34, atom 47 (O): -0.58, atom 48 (H): 0.03, atom 49 (H): 0.41, atom 50 (O): -0.63, atom 51 (H): 0.28, atom 52 (H): 0.31, atom 53 (O): -0.64, atom 54 (H): 0.34, atom 55 (H): 0.43, atom 56 (O): -0.68, atom 57 (H): 0.29, atom 58 (H): 0.36, atom 59 (O): -0.61, atom 60 (H): 0.29, atom 61 (H): 0.32, atom 62 (O): -0.69, atom 63 (H): 0.35, atom 64 (H): 0.27, atom 65 (O): -0.50, atom 66 (H): 0.23, atom 67 (H): 0.26, atom 68 (O): -0.55, atom 69 (H): 0.36, atom 70 (H): 0.23, atom 71 (O): -0.46, atom 72 (H): 0.20, atom 73 (H): 0.33, atom 74 (O): -0.65, atom 75 (H): 0.26, atom 76 (H): 0.32, atom 77 (O): -0.62, atom 78 (H): 0.32, atom 79 (H): 0.30, atom 80 (O): -0.83, atom 81 (H): 0.31, atom 82 (H): 0.10, atom 83 (O): -0.47, atom 84 (H): 0.28, atom 85 (H): 0.31, atom 86 (O): -0.66, atom 87 (H): 0.31, atom 88 (H): 0.39, atom 89 (O): -0.70, atom 90 (H): 0.40, atom 91 (H): 0.26, atom 92 (O): -0.61, atom 93 (H): 0.28, atom 94 (H): 0.29, atom 95 (O): -0.63, atom 96 (H): 0.31, atom 97 (H): 0.33, atom 98 (O): -0.76, atom 99 (H): 0.36

---

Which value of total energy does entry 1 give? -45549.04202 eV

---

Which of these has the highest total energy? C12H27AuN4O2

---

Please write out number 2 again, unchanged.
ORCA calculation (ωB97M-V with the def2-TZVPD basis set) on a structure of composition C12H27AuN4O2.

* highest occupied orbital energy: -0.5869 Eh
* total energy: -26614.24503 eV

ORCA input file:
```
! RIJCOSX wB97M-V def2-TZVPD def2/J DEFGRID3
* xyz 2 1
Au -0.29792 0.28810 0.11302
C -0.25277 -2.88173 0.80066
C 0.21043 -2.85124 -0.65307
N 0.46138 -1.47444 -1.13667
C 1.87515 -1.08683 -1.30167
C 1.90571 0.32809 -1.85181
N 1.03068 1.28417 -1.08437
C 1.76828 2.37900 -0.41329
C 2.25363 2.00952 0.99153
C 1.17375 2.28005 2.03021
N 0.02811 1.32634 1.94050
C 0.02828 0.21327 2.92889
C -1.28829 -0.53252 2.77065
N -1.59194 -0.79736 1.31832
C -1.63621 -2.25234 0.97044
H 0.48176 -2.38939 1.44559
H -0.29259 -3.91946 1.13218
H -0.57502 -3.27991 -1.27607
H 1.10460 -3.45988 -0.80000
H -0.02224 -1.33782 -2.02070
H 2.39212 -1.75655 -1.99534
H 2.37152 -1.16474 -0.33293
H 1.52796 0.33204 -2.87734
H 2.92256 0.71519 -1.87302
H 0.31693 1.66362 -1.80259
H 1.10091 3.24229 -0.37496
H 2.60260 2.65380 -1.05932
H 3.13489 2.59887 1.24282
H 2.56869 0.96206 1.02731
H 0.76327 3.27514 1.85875
H 1.55750 2.25558 3.05125
H -0.82142 1.86394 2.10480
H 0.11713 0.60613 3.94485
H 0.89242 -0.41999 2.73201
H -2.10678 0.06389 3.17714
H -1.27063 -1.47403 3.31729
H -2.51674 -0.42570 1.10338
H -2.21273 -2.32983 0.04770
H -2.20678 -2.74688 1.75834
C -3.01744 0.86369 -3.39943
C -1.84343 0.96341 -2.47153
O -0.88738 1.70716 -2.72606
O -1.87980 0.21361 -1.41874
H -3.18274 1.82383 -3.88266
H -3.90897 0.53034 -2.87720
H -2.77843 0.13754 -4.17885
*
```

Partial atomic charges computed with the Mulliken method, in multiples of e: atom 1 (Au): 1.30, atom 2 (C): -0.46, atom 3 (C): -0.92, atom 4 (N): -0.22, atom 5 (C): -0.78, atom 6 (C): -0.62, atom 7 (N): -0.13, atom 8 (C): -0.81, atom 9 (C): -0.48, atom 10 (C): -0.71, atom 11 (N): -0.45, atom 12 (C): -0.76, atom 13 (C): -0.54, atom 14 (N): -0.30, atom 15 (C): -0.88, atom 16 (H): 0.19, atom 17 (H): 0.45, atom 18 (H): 0.43, atom 19 (H): 0.42, atom 20 (H): 0.26, atom 21 (H): 0.50, atom 22 (H): 0.32, atom 23 (H): 0.42, atom 24 (H): 0.43, atom 25 (H): 0.61, atom 26 (H): 0.46, atom 27 (H): 0.45, atom 28 (H): 0.47, atom 29 (H): 0.11, atom 30 (H): 0.43, atom 31 (H): 0.38, atom 32 (H): 0.38, atom 33 (H): 0.50, atom 34 (H): 0.28, atom 35 (H): 0.45, atom 36 (H): 0.39, atom 37 (H): 0.44, atom 38 (H): 0.49, atom 39 (H): 0.51, atom 40 (C): -1.14, atom 41 (C): 0.78, atom 42 (O): -0.77, atom 43 (O): -0.87, atom 44 (H): 0.37, atom 45 (H): 0.32, atom 46 (H): 0.30